DFT (the ωB97M-V functional and the def2-TZVPD basis) results for 7 unconnected molecules or ions with the total composition C25H60F7NO25P6 in a non-equilibrium geometry.

```
124
Properties=species:S:1:pos:R:3:forces:R:3:lowdin_charge:R:1
F 3.011 0.717 -2.566 0.3 1.2 -0.2 0.16
H -6.239 -5.052 2.193 0.0 0.1 0.0 0.08
H -1.817 -0.967 3.821 0.0 0.0 0.0 0.09
O -0.570 3.847 6.260 0.3 -0.2 -0.1 -0.22
C 8.542 1.658 -3.445 0.0 0.2 0.0 -0.09
H -2.036 -2.265 5.010 -0.1 0.0 0.0 0.09
C 1.181 -3.211 -2.344 1.9 0.3 1.1 -0.14
H 2.869 1.467 -10.170 0.0 0.0 0.0 0.09
O -2.873 -1.659 1.067 0.1 0.3 -0.2 -0.21
C 0.520 -1.935 -1.869 -2.5 -0.2 -0.1 -0.17
H 3.995 -0.794 -5.372 -0.1 0.0 -0.1 0.08
H 1.969 4.982 5.752 0.0 0.0 0.0 0.09
C -1.182 4.891 1.969 0.2 0.1 0.0 -0.09
C -10.422 -6.880 2.631 -0.1 -0.1 0.1 -0.09
H -0.416 -1.843 -2.418 0.0 0.1 -0.4 0.16
N 0.635 -4.295 -1.499 0.5 1.3 -0.7 0.09
C -5.852 -2.050 0.590 -0.2 0.0 -0.3 -0.07
O 1.331 3.334 7.697 -0.1 -0.1 -0.3 -0.22
H 1.415 -4.932 -1.407 -0.6 -0.8 0.3 0.13
H 2.566 4.336 9.040 0.0 0.0 0.0 0.09
H 5.403 0.069 -4.732 0.1 0.1 -0.1 0.09
O -5.237 -2.305 1.864 0.1 -0.2 0.3 -0.22
C 2.094 3.361 8.909 0.1 0.0 0.2 -0.09
O -9.937 -6.124 1.518 0.1 0.2 -0.2 -0.22
H -0.734 4.309 1.164 -0.1 0.0 0.0 0.09
H -6.733 -5.654 3.789 0.0 -0.1 0.0 0.09
H 1.262 -3.366 -3.410 -0.7 -0.2 -0.2 0.13
H -1.085 -2.238 -0.350 0.0 0.7 0.1 0.11
H -3.469 7.108 0.781 0.0 0.0 0.0 0.09
P 3.717 0.725 -7.706 0.0 0.0 0.0 0.33
H -1.385 -2.646 3.401 0.0 0.0 -0.1 0.09
C 4.498 0.167 -5.328 0.0 0.0 0.1 -0.09
C 3.826 0.952 -10.260 -0.1 0.0 -0.2 -0.09
H 2.226 -3.122 -2.013 0.1 -0.1 -0.4 0.11
O 0.416 -4.306 0.757 0.0 -0.8 2.2 0.11
O 8.848 0.261 -3.452 0.0 -0.2 0.0 -0.22
H -2.053 4.233 4.899 0.1 -0.1 0.0 0.07
C -2.083 -2.018 3.953 0.3 0.0 0.0 -0.08
O -8.602 -7.954 0.421 0.2 -0.1 0.3 -0.21
H 12.536 1.536 -2.776 -0.1 0.0 0.1 0.09
H -2.959 1.824 1.830 0.0 0.0 0.0 0.08
H 9.346 2.211 -3.929 0.0 0.0 0.0 0.09
F 3.154 -1.278 -3.219 0.3 -1.6 -1.1 0.18
H 3.659 -0.082 -10.555 -0.1 0.0 0.0 0.09
H 4.839 3.152 -7.220 0.0 0.0 0.0 0.09
O 4.552 0.993 -9.025 0.3 0.1 0.2 -0.22
O -7.569 -6.638 2.195 -0.1 -0.3 0.0 -0.21
O -0.772 4.361 8.778 0.0 0.2 0.2 -0.21
H 7.209 -0.768 0.161 0.1 0.1 0.0 0.09
H 4.430 1.451 -11.013 0.1 0.0 0.1 0.09
P 0.100 4.326 7.612 0.0 0.0 0.0 0.33
F 0.762 0.315 -1.292 -0.2 1.1 1.5 0.17
C -0.002 -2.220 -0.435 1.0 -1.0 -0.8 -0.01
O -3.423 -2.271 3.506 -0.3 -0.1 0.0 -0.21
H 11.686 0.447 -3.890 0.0 0.0 0.0 0.09
H -10.291 -7.855 -0.791 0.0 0.0 0.0 0.09
H -6.109 -0.994 0.498 0.0 0.0 0.0 0.09
H 7.623 1.802 -4.009 0.0 -0.1 0.0 0.08
C 3.486 -0.825 -0.930 0.0 -0.4 -1.3 -0.61
C -3.393 6.772 -0.254 -0.1 0.2 0.0 -0.09
H 8.400 2.033 -2.431 0.0 0.0 0.0 0.09
H -9.193 -9.223 -1.067 0.0 0.0 0.1 0.09
H -4.375 6.803 -0.721 0.0 0.0 0.1 0.09
O 10.105 -1.731 -2.483 -0.1 -0.1 -0.2 -0.21
O -2.593 4.684 2.057 -0.2 0.0 0.1 -0.22
H 6.987 -0.936 -1.590 0.0 0.0 0.0 0.07
P -3.855 -1.595 2.145 -0.2 -0.1 0.2 0.34
C 3.793 3.321 -7.479 0.0 0.2 0.0 -0.09
H -2.804 1.003 0.269 0.1 0.1 0.0 0.08
H -2.715 7.430 -0.792 0.1 -0.1 0.0 0.09
H -0.979 5.950 1.809 0.0 0.0 0.0 0.09
C -9.245 -8.162 -0.842 -0.1 0.0 -0.2 -0.09
H 0.485 -1.579 0.276 -0.2 0.0 0.7 0.12
O 2.773 -0.383 -7.764 -0.3 0.0 0.1 -0.21
O -2.861 5.444 -0.328 0.2 -0.2 -0.1 -0.21
C -3.262 1.841 0.786 0.0 -0.1 0.0 -0.09
H 3.371 4.051 -6.792 -0.1 -0.1 0.0 0.09
C 2.700 -0.541 -2.244 -0.5 1.2 1.4 -0.40
H 8.068 -2.050 -0.712 0.0 0.0 -0.1 0.09
O 8.790 -0.116 -0.965 0.2 0.3 0.1 -0.21
O -2.815 3.056 0.157 0.2 0.2 -0.3 -0.20
C -7.074 -5.428 2.781 0.2 0.3 0.0 -0.09
H 2.863 2.598 8.832 0.0 0.0 -0.1 0.09
O 3.024 2.121 -7.374 -0.1 -0.2 0.0 -0.21
H 1.456 3.141 9.764 0.0 0.1 0.0 0.09
C 0.365 -3.690 -0.246 0.2 0.4 -1.6 -0.48
H 2.196 6.688 6.181 0.0 0.0 0.1 0.09
F 4.659 -1.316 -1.267 1.2 -0.6 -0.4 0.19
C 1.171 -0.597 -2.151 0.1 -1.7 -0.4 -0.47
H 0.768 6.197 5.250 0.0 0.0 0.0 0.08
H -2.625 3.867 6.540 0.0 0.1 0.1 0.09
C 1.459 5.901 6.040 0.1 0.1 -0.1 -0.09
H 12.632 -0.221 -2.537 0.0 0.0 0.0 0.09
H -10.104 -6.407 3.560 0.0 0.0 0.0 0.09
H 3.845 0.908 -4.873 -0.1 0.0 0.0 0.08
H 3.728 3.709 -8.495 0.0 0.0 0.0 0.09
C 7.701 -1.026 -0.772 -0.1 -0.2 0.0 -0.09
H -5.184 -2.343 -0.218 0.0 0.0 0.0 0.09
F 3.688 0.267 -0.268 0.0 1.5 1.1 0.23
O 10.852 0.687 -1.988 -0.2 0.1 0.2 -0.22
H -4.343 1.754 0.712 0.0 0.1 0.1 0.09
H -6.758 -2.648 0.535 0.0 -0.1 0.1 0.08
O -8.043 -5.482 -0.059 -0.2 0.2 -0.1 -0.22
H -8.733 -7.604 -1.624 0.0 0.1 0.0 0.09
O 4.881 0.589 -6.644 0.3 0.1 -0.2 -0.21
P -8.496 -6.458 0.926 0.0 0.0 0.0 0.33
O 0.742 5.743 7.267 -0.1 0.0 0.2 -0.21
H -1.904 5.454 6.177 0.0 0.0 0.0 0.09
O -4.247 -0.104 2.547 0.2 -0.2 -0.1 -0.25
H -10.064 -7.909 2.605 0.0 0.0 0.0 0.09
F 0.745 -0.184 -3.350 -0.1 0.3 -1.3 0.15
O -4.863 4.417 0.933 -0.1 0.1 0.3 -0.21
H -0.738 4.584 2.914 -0.1 0.0 0.0 0.07
C -1.864 4.386 5.960 -0.2 0.0 -0.1 -0.08
H -5.739 -0.708 3.887 0.0 0.0 0.0 0.09
H -11.509 -6.880 2.587 0.0 0.1 -0.1 0.09
H -5.600 1.034 3.579 0.1 0.0 -0.1 0.10
F 2.905 -1.703 -0.152 -0.9 -0.9 0.8 0.22
C 11.991 0.599 -2.853 0.2 0.0 -0.1 -0.09
H -7.857 -4.670 2.832 0.0 0.0 0.0 0.09
C -5.041 0.111 3.720 -0.1 0.1 0.2 -0.07
P 9.688 -0.356 -2.245 0.0 0.0 0.0 0.33
P -3.420 4.398 0.722 0.0 -0.1 -0.1 0.33
H -4.389 0.217 4.586 0.0 0.0 0.0 0.09
```
Forces are in eV/Å.

**LUMO level**: 0.3 eV
**Strongest force on any atom**: 0.050 Eh/bohr
**HOMO-LUMO gap**: 9.997 eV
**HOMO level**: -9.7 eV
**Energy relative to the best compared isomer or geometry (same formula, charge and spin)**: 14.8 kcal per mole
**Structure (SMILES)**: O=C1C[C@@H](C(F)(F)C(F)(F)C(F)(F)F)CN1.COP(=O)(OC)OC.COP(=O)(OC)OC.COP(=O)(OC)OC.COP(=O)(OC)OC.COP(=O)(OC)OC.COP(=O)(OC)OC